Here is C60H122F27N10O16PS7 as an isolated structure in a non-equilibrium geometry from the Open Molecules 2025 dataset. Energies are from ωB97M-V with the def2-TZVPD basis set.

Output
Multiplicity ... 1
Total charge ... +2
HOMO-LUMO gap ... 8.2 eV

Positions of all 243 atoms, in Å:
1 C 0.134 -0.401 0.828
2 F 0.657 -1.551 0.437
3 F -0.599 -0.512 1.874
4 F 1.230 0.297 1.068
5 S -0.951 0.426 -0.510
6 O -2.032 -0.509 -0.693
7 O -1.517 1.668 0.064
8 O -0.060 0.629 -1.676
9 P 1.903 5.212 -5.680
10 F 2.003 4.454 -7.155
11 F 2.904 6.447 -6.050
12 F 0.630 6.084 -6.190
13 F 1.924 5.901 -4.155
14 F 0.980 4.041 -4.978
15 F 3.172 4.306 -5.465
16 C -3.560 0.642 -4.099
17 N -4.057 2.101 -4.061
18 C -4.603 2.419 -2.675
19 C -2.752 2.911 -4.217
20 C -5.000 2.475 -5.191
21 C -6.508 2.123 -4.931
22 O -6.652 0.812 -4.380
23 H -4.425 -0.009 -3.970
24 H -2.769 0.561 -3.354
25 H -3.161 0.460 -5.097
26 H -5.343 1.681 -2.366
27 H -5.159 3.356 -2.697
28 H -3.825 2.269 -1.927
29 H -2.911 3.904 -3.795
30 H -2.415 2.919 -5.254
31 H -1.952 2.508 -3.596
32 H -4.536 2.128 -6.115
33 H -5.033 3.563 -5.142
34 H -7.073 2.062 -5.862
35 H -7.119 2.852 -4.398
36 H -7.255 1.000 -3.657
37 C 2.307 -3.168 -2.091
38 C 1.988 -1.693 -2.537
39 C 2.475 -1.527 -4.013
40 N 1.859 -0.334 -4.891
41 C 0.315 -0.350 -4.964
42 C 2.578 -0.324 -6.251
43 C 3.466 0.883 -6.234
44 C 3.685 1.294 -4.842
45 C 2.343 1.010 -4.297
46 H 1.760 -3.270 -1.153
47 H 3.373 -3.379 -1.998
48 H 1.948 -3.928 -2.785
49 H 2.548 -0.971 -1.943
50 H 0.912 -1.519 -2.518
51 H 2.314 -2.400 -4.646
52 H 3.538 -1.323 -3.883
53 H -0.047 0.349 -5.717
54 H -0.210 -0.192 -4.022
55 H 0.135 -1.386 -5.252
56 H 1.899 -0.021 -7.048
57 H 2.899 -1.331 -6.517
58 H 2.978 1.691 -6.779
59 H 4.351 0.662 -6.831
60 H 4.042 2.324 -4.856
61 H 4.417 0.737 -4.257
62 H 1.626 1.730 -4.692
63 H 2.255 0.945 -3.212
64 C -2.408 1.780 4.467
65 C -2.973 2.378 3.198
66 C -4.441 2.873 3.347
67 N -5.092 3.276 2.033
68 C -5.304 1.938 1.305
69 C -6.478 4.103 2.108
70 C -6.480 4.991 0.892
71 C -5.142 4.827 0.198
72 C -4.209 4.226 1.243
73 H -2.872 0.830 4.732
74 H -2.761 2.487 5.218
75 H -1.327 1.665 4.393
76 H -2.975 1.520 2.525
77 H -2.301 3.196 2.938
78 H -4.449 3.870 3.787
79 H -5.081 2.217 3.938
80 H -5.812 1.150 1.860
81 H -4.392 1.482 0.919
82 H -5.886 2.183 0.416
83 H -7.362 3.478 2.233
84 H -6.374 4.733 2.991
85 H -7.187 4.657 0.132
86 H -6.869 6.001 1.021
87 H -5.355 4.313 -0.740
88 H -4.731 5.788 -0.111
89 H -3.457 3.539 0.853
90 H -3.803 4.923 1.975
91 C 4.911 0.225 0.040
92 C 6.107 1.152 -0.032
93 C 7.169 0.656 0.811
94 N 8.502 1.510 0.858
95 C 8.323 2.853 1.645
96 C 9.036 1.892 -0.524
97 C 10.556 2.189 -0.283
98 C 10.989 1.066 0.589
99 C 9.750 0.598 1.333
100 H 5.151 -0.838 0.048
101 H 4.135 0.310 -0.721
102 H 4.340 0.369 0.958
103 H 5.866 2.191 0.189
104 H 6.466 1.305 -1.050
105 H 7.576 -0.313 0.525
106 H 6.823 0.452 1.824
107 H 9.278 3.372 1.728
108 H 8.066 2.630 2.680
109 H 7.549 3.409 1.116
110 H 8.507 2.707 -1.017
111 H 8.823 1.032 -1.159
112 H 10.576 3.156 0.219
113 H 11.047 2.212 -1.256
114 H 11.818 1.304 1.256
115 H 11.238 0.219 -0.051
116 H 9.786 0.769 2.409
117 H 9.525 -0.442 1.096
118 C -0.962 -7.132 2.685
119 C -1.723 -6.501 1.591
120 C -3.169 -6.065 2.017
121 N -3.945 -5.470 0.789
122 C -3.891 -6.456 -0.413
123 C -3.454 -4.107 0.365
124 C -4.098 -3.078 1.344
125 C -5.290 -3.869 1.952
126 C -5.414 -5.105 1.099
127 H -1.429 -8.039 3.069
128 H -0.735 -6.417 3.476
129 H -0.021 -7.463 2.247
130 H -1.605 -7.345 0.912
131 H -1.216 -5.623 1.193
132 H -3.279 -5.280 2.765
133 H -3.689 -6.865 2.544
134 H -2.926 -6.890 -0.674
135 H -4.247 -6.052 -1.360
136 H -4.542 -7.264 -0.082
137 H -3.849 -3.809 -0.607
138 H -2.364 -4.096 0.368
139 H -4.496 -2.171 0.889
140 H -3.468 -2.665 2.131
141 H -6.199 -3.277 1.847
142 H -5.114 -4.123 2.997
143 H -5.782 -4.924 0.089
144 H -6.058 -5.908 1.459
145 C -0.903 -3.208 4.057
146 C 0.550 -3.740 4.261
147 C 1.484 -2.858 3.285
148 N 2.984 -3.053 3.411
149 C 3.387 -2.992 4.932
150 C 3.328 -4.450 2.829
151 C 4.836 -4.315 2.489
152 C 5.078 -2.850 2.227
153 C 3.773 -2.130 2.547
154 H -1.329 -3.583 3.126
155 H -0.829 -2.121 4.090
156 H -1.554 -3.441 4.899
157 H 0.765 -4.797 4.106
158 H 0.760 -3.689 5.329
159 H 1.306 -1.783 3.314
160 H 1.201 -3.222 2.297
161 H 4.472 -2.893 4.963
162 H 2.980 -3.798 5.542
163 H 2.981 -2.070 5.348
164 H 3.148 -5.291 3.498
165 H 2.897 -4.583 1.836
166 H 5.586 -4.668 3.196
167 H 5.263 -4.823 1.625
168 H 5.878 -2.366 2.788
169 H 5.184 -2.679 1.156
170 H 3.906 -1.256 3.185
171 H 3.186 -1.939 1.648
172 C 1.050 3.280 -1.676
173 C 2.161 3.107 -0.609
174 C 2.094 4.399 0.292
175 N 2.339 4.232 1.757
176 C 1.011 3.533 2.341
177 C 2.620 5.605 2.416
178 C 3.340 5.240 3.685
179 C 3.915 3.852 3.397
180 C 3.508 3.341 2.098
181 H 1.087 4.233 -2.205
182 H 0.101 3.202 -1.146
183 H 1.123 2.535 -2.468
184 H 3.040 3.295 -1.225
185 H 2.150 2.184 -0.029
186 H 1.140 4.885 0.085
187 H 2.862 5.135 0.055
188 H 1.127 3.351 3.409
189 H 0.753 2.554 1.937
190 H 0.113 4.146 2.270
191 H 1.633 6.066 2.469
192 H 3.372 6.150 1.846
193 H 2.619 5.052 4.481
194 H 4.066 6.012 3.940
195 H 3.715 3.096 4.155
196 H 5.005 3.852 3.382
197 H 3.249 2.283 2.137
198 H 4.245 3.735 1.398
199 C -0.599 -8.357 -2.955
200 F 0.563 -8.995 -2.679
201 F -0.905 -8.564 -4.219
202 F -1.645 -8.837 -2.186
203 S -0.298 -6.382 -2.856
204 O -0.584 -6.152 -1.421
205 O 1.044 -6.185 -3.356
206 N -1.537 -5.846 -3.813
207 S -1.118 -4.454 -4.286
208 O -0.727 -3.532 -3.242
209 O -0.183 -4.491 -5.406
210 C -2.883 -3.726 -4.807
211 F -3.714 -3.749 -3.688
212 F -2.769 -2.436 -5.303
213 F -3.388 -4.605 -5.746
214 C 0.395 -0.246 6.498
215 F -0.957 -0.191 6.365
216 F 0.588 -0.110 7.822
217 F 0.615 -1.482 6.111
218 S 1.175 1.131 5.405
219 O 0.783 0.875 3.986
220 O 0.682 2.442 5.819
221 N 2.862 0.805 5.551
222 S 3.348 1.619 6.680
223 O 3.397 3.073 6.508
224 O 2.869 1.151 8.000
225 C 5.207 1.037 6.582
226 F 5.821 1.558 7.617
227 F 5.277 -0.321 6.619
228 F 5.777 1.401 5.415
229 C -7.131 -1.272 -1.229
230 F -5.974 -0.825 -0.630
231 F -6.900 -1.454 -2.565
232 F -7.380 -2.465 -0.692
233 S -8.528 0.019 -0.953
234 O -9.830 -0.746 -0.905
235 O -8.042 0.766 0.253
236 N -8.239 1.176 -2.323
237 S -9.319 2.295 -2.150
238 O -10.398 2.094 -1.229
239 O -8.828 3.701 -2.176
240 C -10.253 2.118 -3.944
241 F -10.269 0.804 -4.296
242 F -11.525 2.586 -3.908
243 F -9.684 2.869 -4.934

Forces on atoms 1 to 3 (eV/Å):
-0.19 1.34 -3.01
-0.70 -1.70 -0.33
-0.74 -0.65 1.95

These are the Löwdin partial charges, in e, on atoms 1 to 8: C -0.7204; F 0.1297; F 0.1704; F 0.1042; S 0.4865; O -0.3224; O -0.3596; O -0.3498

=====

Here is a 16-piece molecular cluster, C60H132N9O28P7 overall in a non-equilibrium geometry from the Open Molecules 2025 dataset. Energies are from ωB97M-V with the def2-TZVPD basis set.

Output
Multiplicity ... 1
HOMO-LUMO gap ... 10.8 eV

Positions of all 236 atoms, in Å:
1 C -22.254 12.345 14.162
2 C -22.375 11.556 15.493
3 O -21.984 12.458 16.540
4 P -20.553 12.286 17.283
5 O -20.632 11.464 18.490
6 O -20.128 13.839 17.521
7 C -19.651 14.721 16.513
8 C -20.821 15.499 15.886
9 O -19.563 11.745 16.091
10 C -18.436 10.957 16.482
11 C -18.650 9.442 16.258
12 H -22.850 13.258 14.152
13 H -21.275 12.747 13.903
14 H -22.507 11.679 13.337
15 H -23.266 11.001 15.788
16 H -21.656 10.737 15.459
17 H -18.967 15.433 16.976
18 H -19.043 14.224 15.757
19 H -21.268 16.130 16.655
20 H -20.616 16.143 15.030
21 H -21.558 14.774 15.541
22 H -17.681 11.258 15.756
23 H -18.112 11.240 17.483
24 H -17.795 8.825 16.533
25 H -19.483 9.161 16.902
26 H -18.889 9.270 15.208
27 C -23.953 17.439 22.448
28 C -25.212 16.766 21.931
29 O -25.143 15.410 22.350
30 P -25.926 14.255 21.489
31 O -27.160 14.775 20.802
32 O -24.711 13.606 20.657
33 C -25.066 12.520 19.837
34 C -24.712 12.743 18.443
35 O -26.251 13.101 22.639
36 C -27.224 13.357 23.734
37 C -26.994 14.747 24.456
38 H -24.164 18.504 22.548
39 H -23.648 17.033 23.413
40 H -23.092 17.266 21.803
41 H -26.113 17.142 22.417
42 H -25.270 16.924 20.854
43 H -24.650 11.607 20.263
44 H -26.142 12.349 19.841
45 H -25.055 11.949 17.781
46 H -25.064 13.732 18.147
47 H -23.622 12.738 18.429
48 H -28.211 13.185 23.304
49 H -27.134 12.516 24.421
50 H -25.990 15.147 24.593
51 H -27.588 15.491 23.925
52 H -27.475 14.713 25.434
53 C -36.117 3.526 14.780
54 C -34.892 4.506 14.793
55 O -33.793 3.621 15.028
56 P -32.290 3.985 14.384
57 O -31.201 3.316 15.114
58 O -32.465 3.625 12.799
59 C -32.944 2.297 12.412
60 C -33.485 2.454 11.006
61 O -32.196 5.640 14.427
62 C -32.122 6.365 15.642
63 C -31.321 7.660 15.445
64 H -36.043 2.716 14.054
65 H -36.246 3.037 15.745
66 H -36.988 4.109 14.479
67 H -34.826 5.047 13.849
68 H -34.978 5.163 15.658
69 H -32.089 1.621 12.380
70 H -33.670 1.942 13.142
71 H -33.829 1.436 10.822
72 H -34.438 2.980 11.049
73 H -32.864 2.863 10.209
74 H -33.114 6.569 16.044
75 H -31.663 5.774 16.435
76 H -31.187 8.206 16.378
77 H -30.346 7.473 14.994
78 H -31.716 8.423 14.774
79 C -27.154 7.984 25.685
80 C -25.884 8.615 26.256
81 O -24.911 8.515 25.164
82 P -24.667 9.729 24.110
83 O -23.529 9.347 23.221
84 O -26.149 10.047 23.482
85 C -26.531 9.410 22.311
86 C -28.069 9.724 22.193
87 O -24.459 11.059 25.062
88 C -23.694 12.095 24.620
89 C -22.223 11.985 24.887
90 H -27.095 6.897 25.618
91 H -28.011 8.179 26.331
92 H -27.422 8.339 24.690
93 H -26.002 9.657 26.555
94 H -25.537 7.975 27.068
95 H -26.021 9.748 21.409
96 H -26.318 8.342 22.353
97 H -28.230 10.794 22.317
98 H -28.404 9.424 21.199
99 H -28.636 9.178 22.947
100 H -23.790 12.246 23.545
101 H -24.076 12.973 25.141
102 H -21.663 12.916 24.795
103 H -22.005 11.500 25.838
104 H -21.651 11.387 24.177
105 C -27.117 5.983 21.012
106 C -27.755 4.628 20.794
107 O -27.538 4.178 19.460
108 P -28.586 4.515 18.236
109 O -29.327 5.826 18.304
110 O -29.566 3.182 18.246
111 C -28.908 1.904 18.295
112 C -28.930 1.251 16.870
113 O -27.665 4.274 16.866
114 C -28.160 4.908 15.724
115 C -27.131 4.707 14.632
116 H -26.121 5.894 21.447
117 H -26.886 6.632 20.167
118 H -27.764 6.573 21.661
119 H -27.323 4.012 21.584
120 H -28.800 4.716 21.092
121 H -27.916 1.933 18.746
122 H -29.503 1.347 19.019
123 H -28.583 0.219 16.936
124 H -29.935 1.400 16.476
125 H -28.222 1.796 16.246
126 H -29.043 4.344 15.424
127 H -28.482 5.949 15.696
128 H -26.883 3.664 14.436
129 H -27.522 5.163 13.722
130 H -26.183 5.182 14.883
131 C -31.369 4.345 20.900
132 C -31.832 3.865 22.275
133 O -30.751 3.938 23.137
134 P -30.546 5.314 24.016
135 O -30.711 6.586 23.291
136 O -31.500 5.122 25.271
137 C -31.610 6.218 26.185
138 C -32.941 6.903 25.716
139 O -29.154 5.062 24.782
140 C -28.946 3.858 25.561
141 C -28.494 4.154 26.999
142 H -32.224 4.553 20.256
143 H -30.948 5.350 20.892
144 H -30.848 3.548 20.369
145 H -32.630 4.488 22.678
146 H -32.263 2.864 22.262
147 H -31.641 5.797 27.190
148 H -30.782 6.913 26.043
149 H -33.224 7.804 26.260
150 H -32.880 7.127 24.651
151 H -33.773 6.201 25.766
152 H -29.901 3.337 25.626
153 H -28.148 3.391 24.983
154 H -28.549 3.187 27.500
155 H -27.457 4.489 27.008
156 H -28.979 4.936 27.583
157 C -26.727 3.533 7.789
158 C -28.122 3.168 8.279
159 O -28.293 2.802 9.659
160 P -28.212 3.890 10.834
161 O -27.053 4.747 10.776
162 O -29.690 4.563 10.753
163 C -29.977 5.506 11.828
164 C -29.512 6.911 11.461
165 O -28.137 2.988 12.174
166 C -29.227 2.192 12.631
167 C -29.321 0.929 11.814
168 H -26.749 3.680 6.709
169 H -26.281 4.464 8.137
170 H -25.932 2.796 7.897
171 H -28.835 3.962 8.056
172 H -28.452 2.303 7.703
173 H -31.061 5.483 11.942
174 H -29.481 5.235 12.760
175 H -30.333 7.511 11.069
176 H -28.898 7.352 12.247
177 H -28.771 6.839 10.665
178 H -29.193 1.995 13.703
179 H -30.178 2.723 12.583
180 H -30.154 0.394 12.269
181 H -29.568 1.195 10.786
182 H -28.415 0.323 11.800
183 C -24.846 5.604 17.605
184 C -23.843 5.603 18.635
185 N -23.046 5.606 19.500
186 H -24.633 6.381 16.871
187 H -25.699 5.732 18.271
188 H -24.845 4.677 17.032
189 C -26.028 13.043 14.950
190 C -25.632 14.500 15.189
191 N -25.375 15.580 15.434
192 H -25.209 12.495 15.414
193 H -26.032 12.925 13.866
194 H -26.936 12.807 15.506
195 C -22.644 9.110 19.432
196 C -22.485 8.563 18.091
197 N -22.288 8.094 17.046
198 H -23.162 10.068 19.378
199 H -21.693 9.231 19.951
200 H -23.234 8.442 20.059
201 C -31.141 12.522 16.407
202 C -30.741 13.796 15.764
203 N -30.402 14.825 15.270
204 H -31.441 12.749 17.430
205 H -30.444 11.688 16.324
206 H -32.015 12.241 15.819
207 C -28.436 10.344 11.870
208 C -29.890 10.294 12.027
209 N -31.004 10.258 12.177
210 H -28.009 10.754 12.785
211 H -28.359 11.019 11.018
212 H -27.947 9.384 11.697
213 C -28.542 14.569 18.410
214 C -28.587 13.120 18.330
215 N -28.614 11.947 18.242
216 H -28.902 14.983 17.468
217 H -27.503 14.858 18.569
218 H -29.185 14.973 19.192
219 C -23.785 7.995 14.149
220 C -25.051 8.708 14.285
221 N -26.044 9.293 14.385
222 H -23.733 7.539 13.161
223 H -23.647 7.228 14.911
224 H -22.960 8.705 14.200
225 C -31.212 7.873 20.005
226 C -31.397 8.939 19.010
227 N -31.606 9.806 18.261
228 H -31.775 7.041 19.584
229 H -31.682 8.241 20.917
230 H -30.192 7.565 20.235
231 C -28.191 8.709 17.380
232 C -26.862 8.671 18.005
233 N -25.830 8.709 18.431
234 H -28.287 9.635 16.815
235 H -29.047 8.717 18.055
236 H -28.274 7.885 16.671

Forces on atoms 1 to 3 (eV/Å):
-0.81 -0.44 0.16
1.84 0.18 -0.64
1.08 -0.09 0.46

These are the Löwdin partial charges, in e, on atoms 1 to 8: C -0.0534; C -0.2520; O -0.2158; P 0.4843; O -0.2117; O -0.1746; C -0.2646; C -0.0573

=====

Number 1: LUMO level -4.3 eV. Number 2: LUMO level 0.5 eV.